The following is a DFT calculation (wB97M-V/def2-TZVPD) of a cluster of 2 separate species, H3N2O2S2 in total in a non-equilibrium geometry.

Geometry as XYZ:
```
9
Properties=species:S:1:pos:R:3
N -1.0259 1.0440 0.1151
N -0.7357 -0.2151 0.0777
O 3.8733 -1.4436 1.3814
O 2.2468 -1.0235 -0.6288
S 1.4086 -0.3798 2.1067
S 2.9773 -0.3958 0.8932
H -0.4695 1.4051 -0.6768
H 1.3147 -0.8477 -0.2943
H -1.1907 -0.8495 0.6788
```

Output
Orbital gap = 0.278 hartree
Energy relative to the best compared isomer or geometry (same formula, charge and spin) = 25.6 kcal/mol
LUMO level = 3.69 eV
Total charge = -1

Löwdin atomic charge list, values in e, 4 entries:
1 N -0.02
2 N -0.09
3 O -0.64
4 O -0.47

---

The following is a DFT calculation (wB97M-V/def2-TZVPD) of a structure of composition H3N2OS in a non-equilibrium geometry.

Geometry as XYZ:
```
7
Properties=species:S:1:pos:R:3
N 0.7243 -1.2173 -0.6865
N 1.3024 -2.3871 0.5502
O 2.0491 -3.1635 -0.0664
S -0.5585 4.5222 0.4914
H 1.5801 -1.3582 -1.2363
H 0.5239 -0.3724 -0.2584
H -0.6171 3.1548 0.6107
```

Output
Orbital gap = 0.134 hartree
Energy relative to the best compared isomer or geometry (same formula, charge and spin) = 63.7 kcal/mol
LUMO level = 1.24 eV
Total charge = -1

Löwdin atomic charge list, values in e, 4 entries:
1 N 0.04
2 N 0.03
3 O -0.09
4 S -0.48

---

The following is a DFT calculation (wB97M-V/def2-TZVPD) of an isolated molecule of H3N3 in a non-equilibrium geometry.

Geometry as XYZ:
```
6
Properties=species:S:1:pos:R:3
N -1.1065 0.1829 0.9821
N 0.1359 -0.3432 0.6815
N 0.5326 0.0310 -0.5313
H -1.2791 -0.0445 1.9003
H -0.1272 0.6004 -1.1626
H 1.4082 -0.4211 -1.0113
```

Output
Orbital gap (spin up / spin down) = 0.286 / 0.280 hartree
Energy relative to the best compared isomer or geometry (same formula, charge and spin) = 12.8 kcal/mol
LUMO level (spin up / spin down) = 1.12 / -1.66 eV
2S+1 = 3

Löwdin atomic charge list, values in e, 4 entries:
1 N 0.04
2 N -0.24
3 N -0.04
4 H -0.02

---

The following is a DFT calculation (wB97M-V/def2-TZVPD) of a cluster of 2 separate species, H3N3O in total in a non-equilibrium geometry.

Geometry as XYZ:
```
7
Properties=species:S:1:pos:R:3
N 1.5426 0.1808 -1.9699
N 0.0031 -1.5120 -2.1297
N 0.7747 -0.6321 -1.9264
O 0.3416 0.8551 0.5682
H -0.5651 1.0038 0.8491
H -0.4872 -1.9509 -1.3712
H 0.9052 1.3725 1.1482
```

Output
Orbital gap = 0.388 hartree
Energy relative to the best compared isomer or geometry (same formula, charge and spin) = 23.9 kcal/mol
LUMO level = 0.79 eV

Löwdin atomic charge list, values in e, 4 entries:
1 N 0.19
2 N 0.09
3 N -0.34
4 O -0.07

---

The following is a DFT calculation (wB97M-V/def2-TZVPD) of a cluster of 2 separate species, H3N3O2S in total in a non-equilibrium geometry.

Geometry as XYZ:
```
9
Properties=species:S:1:pos:R:3
H 1.8698 -1.1325 -0.8281
N 0.9969 -1.0374 -0.2214
N 0.7482 -0.0927 0.5130
O 1.6314 0.8698 0.6920
H 1.0448 1.5853 1.1329
O -1.9585 1.4465 -1.1016
N -1.3904 0.5286 -0.5659
S -2.0670 -0.9044 -0.0859
H -0.8752 -1.2632 0.4650
```

Output
Orbital gap (spin up / spin down) = 0.320 / 0.320 hartree
Energy relative to the best compared isomer or geometry (same formula, charge and spin) = 64.8 kcal/mol
LUMO level (spin up / spin down) = 0.12 / 0.12 eV
Structure (SMILES) = [H]/N=N\O.O=NS

Löwdin atomic charge list, values in e, 4 entries:
1 H 0.11
2 N 0.03
3 N -0.27
4 O -0.01

---

The following is a DFT calculation (wB97M-V/def2-TZVPD) of a cluster of 2 separate species, H3N3O2S in total in a non-equilibrium geometry.

Geometry as XYZ:
```
9
Properties=species:S:1:pos:R:3
N -0.0559 -0.8078 -0.4178
N 0.1101 0.5554 -0.6243
N 2.2041 0.5234 -0.1841
O -0.4267 1.1667 0.4388
O 2.6101 1.6324 -0.3516
S 2.4182 -0.9220 0.2749
H -0.2179 -1.3329 -1.2699
H -0.8492 -1.0043 0.2191
H 0.1303 1.9103 0.6948
```

Output
Orbital gap (spin up / spin down) = 0.240 / 0.286 hartree
Energy relative to the best compared isomer or geometry (same formula, charge and spin) = 22.2 kcal/mol
LUMO level (spin up / spin down) = -0.20 / -1.20 eV
2S+1 = 3

Löwdin atomic charge list, values in e, 4 entries:
1 N -0.06
2 N -0.12
3 N -0.75
4 O -0.03

---

The following is a DFT calculation (wB97M-V/def2-TZVPD) of a cluster of 2 separate species, H3N3O2S in total in a non-equilibrium geometry.

Geometry as XYZ:
```
9
Properties=species:S:1:pos:R:3
N -0.9078 -0.8062 0.0139
N -1.2861 0.4245 -0.0769
N 2.3359 0.2939 -0.0985
O 1.8330 -0.7876 0.0137
O 1.5728 1.3177 -0.0336
S -2.7458 0.9073 -0.0277
H 0.1964 -1.1218 -0.0580
H -1.5948 -1.5574 -0.0534
H 0.5964 1.3294 0.3205
```

Output
Orbital gap (spin up / spin down) = 0.257 / 0.273 hartree
Energy relative to the best compared isomer or geometry (same formula, charge and spin) = 0.7 kcal/mol
LUMO level (spin up / spin down) = -0.01 / -1.91 eV
2S+1 = 3

Löwdin atomic charge list, values in e, 4 entries:
1 N -0.12
2 N -0.73
3 N -0.11
4 O -0.03

---

The following is a DFT calculation (wB97M-V/def2-TZVPD) of a cluster of 2 separate species, H3N3O3 in total in a non-equilibrium geometry.

Geometry as XYZ:
```
9
Properties=species:S:1:pos:R:3
N 1.0903 1.2963 0.0805
N 0.1409 -1.0479 -0.3879
N -0.6239 -0.6537 0.7990
O -0.1703 -0.9206 1.8555
O -1.7364 -0.2068 0.5789
O -0.5222 -1.0393 -1.4937
H 1.9306 1.4691 0.6024
H 1.3324 1.5626 -0.8767
H -1.4414 -0.4596 -1.1579
```

Output
Orbital gap (spin up / spin down) = 0.364 / 0.329 hartree
Energy relative to the best compared isomer or geometry (same formula, charge and spin) = 154.9 kcal/mol
LUMO level (spin up / spin down) = -1.44 / -0.97 eV

Löwdin atomic charge list, values in e, 4 entries:
1 N 0.14
2 N 0.01
3 N -0.47
4 O 0.12

---

The following is a DFT calculation (wB97M-V/def2-TZVPD) of a cluster of 2 separate species, H3N3O3 in total in a non-equilibrium geometry.

Geometry as XYZ:
```
9
Properties=species:S:1:pos:R:3
N -0.7646 0.3200 1.2223
N 0.2462 0.5489 0.3981
N -0.0662 -0.3282 -1.3487
O -1.2221 -0.6024 -1.5048
O 0.8205 -0.3444 -2.1531
O 1.4859 -0.0291 0.6645
H -0.7761 -0.4131 1.9540
H -1.6415 0.7060 0.9080
H 1.9177 0.1423 -0.1403
```

Output
Orbital gap (spin up / spin down) = 0.315 / 0.316 hartree
Energy relative to the best compared isomer or geometry (same formula, charge and spin) = 113.6 kcal/mol
LUMO level (spin up / spin down) = 0.13 / 0.13 eV

Löwdin atomic charge list, values in e, 4 entries:
1 N 0.08
2 N -0.08
3 N -0.36
4 O 0.01

---

The following is a DFT calculation (wB97M-V/def2-TZVPD) of a cluster of 2 separate species, H3NO2S in total in a non-equilibrium geometry.

Geometry as XYZ:
```
7
Properties=species:S:1:pos:R:3
N 0.2088 0.7953 0.1401
O 0.0062 -2.2851 -0.7633
O -1.2629 -0.7983 0.7250
S -0.4170 -1.9513 0.7618
H 1.0107 0.8066 0.7186
H -0.4846 1.5409 0.4673
H -0.0631 -1.5544 -1.2874
```

Output
Orbital gap (spin up / spin down) = 0.353 / 0.299 hartree
Energy relative to the best compared isomer or geometry (same formula, charge and spin) = 79.6 kcal/mol
LUMO level (spin up / spin down) = -0.57 / -0.25 eV

Löwdin atomic charge list, values in e, 4 entries:
1 N 0.05
2 O -0.34
3 O -0.56
4 S 0.88

---

The following is a DFT calculation (wB97M-V/def2-TZVPD) of an isolated molecule of H3NO2S2 in a non-equilibrium geometry.

Geometry as XYZ:
```
8
Properties=species:S:1:pos:R:3
N -1.2532 0.3843 -0.1010
O 0.6391 -1.5880 0.1433
O -0.0534 0.7863 -0.6539
S 2.7619 0.4875 0.6734
S 1.5657 -0.4241 -0.5108
H -2.1049 0.8173 -0.6358
H -1.2376 0.7632 0.8998
H -0.3176 -1.2267 0.1851
```

Output
Orbital gap (spin up / spin down) = 0.302 / 0.302 hartree
Energy relative to the best compared isomer or geometry (same formula, charge and spin) = 38.0 kcal/mol
LUMO level (spin up / spin down) = -0.96 / -0.96 eV

Löwdin atomic charge list, values in e, 4 entries:
1 N -0.12
2 O -0.44
3 O -0.48
4 S 0.21

---

The following is a DFT calculation (wB97M-V/def2-TZVPD) of a cluster of 2 separate species, H3NO3S in total in a non-equilibrium geometry.

Geometry as XYZ:
```
8
Properties=species:S:1:pos:R:3
N 1.8300 -0.8578 0.4043
O -2.5150 0.6081 -0.8468
O -1.7458 0.1824 0.2269
O -0.6088 0.8816 0.3152
S 1.0701 -0.2071 -0.8928
H 1.5431 -1.7174 0.9696
H 2.2645 -0.2177 0.9725
H -1.8380 1.3280 -1.1488
```

Output
Orbital gap (spin up / spin down) = 0.272 / 0.316 hartree
Energy relative to the best compared isomer or geometry (same formula, charge and spin) = 166.5 kcal/mol
LUMO level (spin up / spin down) = -1.05 / -0.90 eV

Löwdin atomic charge list, values in e, 4 entries:
1 N -0.43
2 O -0.03
3 O -0.22
4 O -0.27

---

- Look up the energy relative to the best compared isomer or geometry (same formula, charge and spin) of the ninth one.
  113.6 kcal/mol

---

Repeat the third record exactly.
The following is a DFT calculation (wB97M-V/def2-TZVPD) of an isolated molecule of H3N3 in a non-equilibrium geometry.

Geometry as XYZ:
```
6
Properties=species:S:1:pos:R:3
N -1.1065 0.1829 0.9821
N 0.1359 -0.3432 0.6815
N 0.5326 0.0310 -0.5313
H -1.2791 -0.0445 1.9003
H -0.1272 0.6004 -1.1626
H 1.4082 -0.4211 -1.0113
```

Output
Orbital gap (spin up / spin down) = 0.286 / 0.280 hartree
Energy relative to the best compared isomer or geometry (same formula, charge and spin) = 12.8 kcal/mol
LUMO level (spin up / spin down) = 1.12 / -1.66 eV
2S+1 = 3

Löwdin atomic charge list, values in e, 4 entries:
1 N 0.04
2 N -0.24
3 N -0.04
4 H -0.02

---

- What is the energy relative to the best compared isomer or geometry (same formula, charge and spin) in the sixth record?
  22.2 kcal/mol

---

- Which of these has the lowest energy relative to the best compared isomer or geometry (same formula, charge and spin)?
  number 7